Record 1
Here is a single C6H10N2O molecule in a non-equilibrium geometry from the OMol25 dataset. Energies are from the ωB97M-V functional and the def2-TZVPD basis.

CARTESIAN COORDINATES (ANGSTROEM)
N 1.56131 1.38438 -0.09003
C -0.93656 1.04840 -0.39280
C -0.68503 -1.39620 -0.02791
C -1.34836 2.11388 0.60215
H 1.30293 2.32727 -0.38031
H -2.57124 -1.90966 -0.73168
H -2.43864 2.19157 0.59073
H -1.33948 -3.29887 -0.59170
O -1.59131 0.84031 -1.41038
H 2.20894 1.03913 -0.80102
H 2.75042 -0.96394 0.40308
H -1.05250 1.82749 1.61440
C -1.57850 -2.24949 -0.45469
C 0.51373 -0.80766 0.01313
N 0.41793 0.55387 -0.15545
H -0.92009 3.07946 0.32434
H 1.86117 -1.94206 1.36813
C 1.78816 -1.48876 0.37277
H 2.05712 -2.34912 -0.25276

Atoms 1-3, force components in eV/Å:
N 0.310 0.320 -0.119
C -0.145 1.439 -1.949
C -0.670 -0.404 -0.457

Properties
* SMILES: C=C=C(C)N(N)C(C)=O
* energy above the lowest of the compared OMol25 structures with the same formula, charge and spin: 6.057 eV
* calculated total energy: -11406.031 eV
* HOMO level (spin up / spin down): -6.209 / -7.340 eV

Taken from the Mulliken analysis, the atomic charges in e are: atom 1 (N): -0.92, atom 2 (C): 0.43, atom 3 (C): -0.33, atom 4 (C): -1.14, atom 5 (H): 0.27, atom 6 (H): 0.25, atom 7 (H): 0.36, atom 8 (H): 0.26, atom 9 (O): -0.51, atom 10 (H): 0.24, atom 11 (H): 0.36, atom 12 (H): 0.30, atom 13 (C): -0.87, atom 14 (C): 1.01, atom 15 (N): 0.59, atom 16 (H): 0.32, atom 17 (H): 0.30, atom 18 (C): -1.23, atom 19 (H): 0.31

=====

Record 2
Here is a molecular structure, C9H11CuIO3 in a non-equilibrium geometry from the OMol25 dataset. Energies are from the ωB97M-V functional and the def2-TZVPD basis.

CARTESIAN COORDINATES (ANGSTROEM)
H -1.99203 2.84289 1.31002
O 0.81895 -2.50284 2.13180
C 0.64876 -1.45027 -0.03852
C -1.59988 -2.14584 0.18884
H -0.04350 2.16575 -0.15735
H 2.74031 -1.77011 -0.55578
O -0.74738 -3.20187 0.58936
C -1.00953 0.31246 -1.09398
H 2.25321 1.23428 0.14638
C -2.14718 2.29228 0.35117
H 3.69158 0.06180 0.56890
H -2.27451 3.10588 -0.40301
C -0.64647 -1.02521 -0.32940
C 2.59928 0.20149 0.47624
H -3.08966 1.71963 0.50581
C 0.36529 -2.54178 1.05491
H 2.11156 -0.01222 1.45780
O -2.71193 -2.35479 -0.06933
Cu 1.57555 1.33786 -1.20447
H -0.15504 0.53424 -1.77496
C -0.88061 1.43154 0.07704
H -0.59586 0.97085 1.05486
C 2.01482 -0.91900 -0.52204
I -2.86061 0.34110 -2.14776
H 1.93487 -0.62814 -1.61652

Atoms 1-3, force components in eV/Å:
H 0.036 -0.435 -0.590
O 0.768 -1.029 1.148
C -2.246 0.435 -0.536

Properties
* net charge: +1
* calculated total energy: -68383.169 eV
* HOMO level: -12.953 eV

Taken from the Mulliken analysis, the atomic charges in e are: atom 1 (H): 0.40, atom 2 (O): -0.43, atom 3 (C): 0.52, atom 4 (C): 0.19, atom 5 (H): 0.09, atom 6 (H): 0.39, atom 7 (O): -0.27, atom 8 (C): -0.47, atom 9 (H): 0.29, atom 10 (C): -1.62, atom 11 (H): 0.45, atom 12 (H): 0.38, atom 13 (C): 0.15, atom 14 (C): -0.72, atom 15 (H): 0.42, atom 16 (C): 0.42, atom 17 (H): 0.42, atom 18 (O): -0.38, atom 19 (Cu): 0.00, atom 20 (H): 0.34, atom 21 (C): 0.12, atom 22 (H): 0.36, atom 23 (C): -1.06, atom 24 (I): 0.28, atom 25 (H): 0.73

=====

Record 3
Here is a molecular structure, C29H54BF3N2O10Si2 in a non-equilibrium geometry from the OMol25 dataset. Energies are from the ωB97M-V functional and the def2-TZVPD basis.

CARTESIAN COORDINATES (ANGSTROEM)
C 3.22641 0.75893 -5.30379
C -0.65595 -1.28076 -3.85678
O -4.20109 -1.90586 1.44229
C 2.97534 0.56374 -7.64452
H 1.44748 3.39552 -1.18003
C 2.81774 -0.89326 2.92706
H 6.69676 -1.32499 1.83716
H -6.65767 -1.47759 1.16243
F 0.53360 -1.37202 -4.46949
H 1.45641 2.10317 -0.00390
H 0.46609 -0.88221 4.73410
C -5.21623 -1.62990 -2.62574
H 2.87314 0.00454 2.30985
O -7.88653 2.45113 3.93119
H 1.80212 -0.32130 -2.26178
C -6.60850 -0.47202 0.74254
C 2.44886 -1.67625 5.12365
H 1.24054 -3.66548 1.25998
H 2.31237 0.58746 -8.50847
C 3.26965 -0.64859 4.35793
H -7.25061 4.58620 6.36556
Si -0.41407 -1.20073 -1.93905
H 1.30797 0.67905 -6.28341
H 3.78395 -0.14096 -7.85432
O -5.30090 -0.08411 0.30323
H 2.91763 -2.66028 5.04524
H 4.84381 3.25679 -0.86902
O 1.45874 -1.34561 2.99429
H -0.55188 -3.65101 -2.07050
H 0.61538 -2.61733 4.39290
C -7.34695 4.29153 5.32156
C 1.65736 2.33015 -1.06125
O 2.25476 -2.76057 -1.96003
H 1.33475 -0.14334 -0.55984
H -6.49606 0.60695 2.62706
N 1.70817 -4.54275 -0.59748
H 2.71577 1.05003 -4.38388
C 0.99122 -0.02891 -1.59227
H 3.47332 3.41371 0.32377
H 4.57110 2.00893 1.66675
H 3.07883 -6.12443 -0.78868
F -1.26678 -0.19393 -4.33647
C 2.27939 0.18230 -6.34450
C 1.13751 -1.66036 4.35551
H -2.89366 -2.93793 -1.18041
C -7.16383 0.50317 1.77504
H -7.29640 -0.44227 -0.10487
H -3.77398 -1.38353 2.12984
H 2.32471 -1.44207 6.17981
H -7.29705 1.48441 1.31885
H -6.61516 4.85648 4.73910
H -7.54604 2.21863 5.94421
H 2.87010 -3.26919 0.61017
C 0.68389 1.46160 -1.88051
O -1.80911 -0.53411 -1.27549
H 4.01992 0.04799 -5.05012
N -4.10294 -1.13688 -2.74202
O 6.72236 -0.28043 -0.56993
O 3.83422 1.91185 -5.89763
H 2.99052 0.36027 4.67201
H 8.52927 0.67967 2.83853
C -7.14638 2.79906 5.10566
H -0.34571 1.69833 -1.60995
H 6.92131 0.57203 3.75878
C -8.74141 3.54118 3.56974
H 4.28262 0.72522 0.51343
F -1.37425 -2.34687 -4.25664
H 4.46167 2.15808 -7.85290
C -8.74132 4.50386 4.74743
H 2.82015 2.72570 -7.48853
H -8.32890 4.01343 2.67126
C 6.60663 0.36018 0.44442
H 4.34574 -0.75964 4.48785
H 0.82598 1.71763 -2.93309
C 1.39543 -3.34604 -1.36223
B -4.37411 -1.08254 0.32282
H -8.14325 0.18868 2.13255
C 4.72443 1.71959 0.62024
H 2.85307 -5.23211 -2.27337
H -8.94479 5.53275 4.45433
C 7.48836 0.35958 2.85341
H -0.55445 -3.15587 -0.41106
C 3.54963 1.93017 -7.29964
C 2.93084 -5.12116 -1.19682
H 3.41445 -1.68011 2.45182
H -9.49498 4.20214 5.47879
C -0.06202 -2.96743 -1.36730
O -6.29261 -2.13088 -2.64458
H 3.34403 2.39634 -2.35217
O 6.14620 1.63638 0.40283
C 4.06479 2.75040 -0.30454
H -6.09785 2.53061 4.96686
H -9.73624 3.16061 3.33549
C 2.11473 -4.05602 0.74042
H 3.38984 0.99077 -1.31957
H 2.12139 -0.88635 -6.22659
H 3.81935 -4.55339 -0.90750
Si -3.18101 -1.49492 -1.23987
C 3.13202 2.04887 -1.33700
H 2.56792 -4.85125 1.32851
C 6.91888 -0.26026 1.76130

Atoms 1-3, force components in eV/Å:
C 0.192 -0.093 -0.002
C -0.025 -0.023 0.808
O 0.208 0.254 -0.417

Properties
* calculated total energy: -78988.668 eV
* HOMO level: -8.592 eV

Atom charges from the Mulliken analysis, given in e for atoms 1 to 99: atom 1 (C): 0.52, atom 2 (C): 0.78, atom 3 (O): -0.49, atom 4 (C): -0.68, atom 5 (H): 0.40, atom 6 (C): 0.41, atom 7 (H): 0.40, atom 8 (H): 0.35, atom 9 (F): -0.18, atom 10 (H): 0.29, atom 11 (H): 0.27, atom 12 (C): 0.67, atom 13 (H): -0.29, atom 14 (O): -0.29, atom 15 (H): 0.22, atom 16 (C): -0.27, atom 17 (C): -0.69, atom 18 (H): 0.24, atom 19 (H): 0.36, atom 20 (C): -0.53, atom 21 (H): 0.33, atom 22 (Si): 0.11, atom 23 (H): 0.24, atom 24 (H): 0.29, atom 25 (O): -0.32, atom 26 (H): 0.27, atom 27 (H): 0.43, atom 28 (O): -0.31, atom 29 (H): 0.50, atom 30 (H): 0.31, atom 31 (C): -0.56, atom 32 (C): -0.99, atom 33 (O): -0.61, atom 34 (H): 0.37, atom 35 (H): 0.23, atom 36 (N): -0.02, atom 37 (H): -0.58, atom 38 (C): -0.17, atom 39 (H): 0.42, atom 40 (H): 0.26, atom 41 (H): 0.32, atom 42 (F): -0.28, atom 43 (C): -0.38, atom 44 (C): -0.47, atom 45 (H): -0.13, atom 46 (C): -1.09, atom 47 (H): 0.27, atom 48 (H): 0.28, atom 49 (H): 0.39, atom 50 (H): 0.26, atom 51 (H): 0.27, atom 52 (H): 0.29, atom 53 (H): 0.40, atom 54 (C): -0.79, atom 55 (O): -0.37, atom 56 (H): 0.22, atom 57 (N): -0.34, atom 58 (O): -0.55, atom 59 (O): -0.44, atom 60 (H): 0.32, atom 61 (H): 0.27, atom 62 (C): -0.45, atom 63 (H): 0.41, atom 64 (H): 0.23, atom 65 (C): -0.48, atom 66 (H): 0.13, atom 67 (F): -0.27, atom 68 (H): 0.29, atom 69 (C): -0.56, atom 70 (H): 0.28, atom 71 (H): 0.30, atom 72 (C): 0.69, atom 73 (H): 0.28, atom 74 (H): 0.30, atom 75 (C): 0.09, atom 76 (B): 0.53, atom 77 (H): 0.39, atom 78 (C): -0.15, atom 79 (H): 0.34, atom 80 (H): 0.32, atom 81 (C): -0.55, atom 82 (H): 0.67, atom 83 (C): -0.47, atom 84 (C): -0.86, atom 85 (H): 0.04, atom 86 (H): 0.26, atom 87 (C): -0.63, atom 88 (O): -0.51, atom 89 (H): 0.11, atom 90 (O): -0.38, atom 91 (C): -1.00, atom 92 (H): 0.26, atom 93 (H): 0.30, atom 94 (C): -1.09, atom 95 (H): 0.32, atom 96 (H): 0.31, atom 97 (H): 0.32, atom 98 (Si): -0.05, atom 99 (C): 0.05

=====

- Which of these has the lowest calculated total energy?
  C29H54BF3N2O10Si2

=====

- Among the records above, which one has the highest calculated total energy?
  C6H10N2O

=====

- What is the formula in the third record?
  C29H54BF3N2O10Si2